C10H18N2O6S | ωB97M-V/def2-TZVPD

Its charge is -2. The value obtained for the energy above the lowest of the compared OMol25 structures with the same formula, charge and spin is 6.6397 eV. As for the total energy: -36756.6049 eV. For the gap between HOMO and LUMO, the calculation gives 0.1581 Eh. As for the largest force on an atom: 8.845 eV/Å.

Element x y z (Å)
C: -1.45 -3.82 -2.02
C: -0.98 -3.14 -0.57
N: -0.79 -4.02 0.47
C: -0.84 -1.51 -0.51
C: 0.59 -0.95 0.07
C: 0.93 -1.11 1.68
C: 2.20 -0.08 1.82
O: 3.18 -0.17 2.77
O: 2.16 0.97 0.75
C: 0.94 0.66 -0.05
C: -0.27 1.76 -0.14
C: -1.06 2.04 1.27
C: -0.10 2.39 2.55
N: -0.75 3.54 3.34
H: -1.91 -4.89 -1.75
H: -0.54 -4.04 -2.73
H: -2.33 -3.23 -2.53
H: -0.53 -3.45 1.31
H: -1.76 -1.03 0.07
H: -0.91 -1.13 -1.64
H: 1.46 -1.46 -0.52
H: 0.05 -1.07 2.46
H: 1.45 -2.16 1.72
H: 1.39 0.71 -1.15
H: -1.09 1.37 -0.91
H: 0.17 2.75 -0.59
H: -1.73 3.01 1.08
H: -1.83 1.20 1.57
H: 0.98 2.75 2.28
H: -0.14 1.45 3.28
H: -0.02 3.90 4.03
H: -1.58 3.20 3.88
O: 2.44 1.44 -4.03
S: 1.02 1.11 -4.26
O: 0.71 -0.18 -3.62
O: 0.78 1.01 -5.71
O: 0.17 2.17 -3.69

---

C10H18N3O | ωB97M-V/def2-TZVPD

Its charge is +1. The value obtained for the energy above the lowest of the compared OMol25 structures with the same formula, charge and spin is 5.3553 eV. As for the total energy: -17169.7181 eV. For the gap between HOMO and LUMO, the calculation gives 0.3054 Eh. As for the largest force on an atom: 5.041 eV/Å.

Element x y z (Å)
C: -1.43 -0.02 1.42
C: -0.28 -0.68 1.28
C: -1.55 -0.98 -0.54
C: 2.84 -2.00 -0.09
C: 2.28 -0.98 -1.04
C: 0.75 -2.07 -0.61
C: -3.33 1.69 -0.77
C: 1.25 2.01 0.74
C: -3.43 0.45 0.12
C: 2.31 0.92 0.40
N: -2.18 -0.15 0.31
N: -0.36 -1.32 0.02
N: 2.43 0.33 -0.89
O: 1.63 -2.61 0.33
H: -1.81 0.67 2.25
H: 0.46 -1.14 1.93
H: -2.11 -1.49 -1.37
H: 3.41 -2.78 -0.51
H: 3.33 -1.56 0.73
H: 2.38 -1.31 -2.10
H: 0.62 -2.79 -1.39
H: -3.06 2.66 -0.21
H: -4.17 1.60 -1.44
H: -2.47 1.60 -1.44
H: 0.23 1.53 0.80
H: 1.31 2.70 1.62
H: 1.23 2.70 -0.20
H: -4.11 -0.32 -0.35
H: -3.90 0.85 1.06
H: 3.26 1.62 0.54
H: 2.31 0.10 1.13
H: 2.15 0.77 -1.74

---

C10H18N6SSn | ωB97M-V/def2-TZVPD

Its charge is +2. The value obtained for the energy above the lowest of the compared OMol25 structures with the same formula, charge and spin is 0.2360 eV. As for the total energy: -36255.6419 eV. For the gap between HOMO and LUMO, the calculation gives 0.2808 Eh. As for the largest force on an atom: 1.405 eV/Å.

Element x y z (Å)
Sn: 0.31 0.19 1.93
C: -0.95 4.24 0.17
C: -0.78 2.80 0.48
N: 0.33 2.28 0.90
N: 1.47 2.97 0.91
C: 2.56 2.27 0.97
N: 3.75 2.85 1.00
S: 2.58 0.47 0.95
C: -1.85 1.84 0.21
C: -3.09 2.20 -0.32
C: -4.00 1.21 -0.66
C: -3.66 -0.12 -0.46
C: -2.42 -0.40 0.08
N: -1.53 0.54 0.39
H: -0.05 4.79 0.43
H: -1.79 4.64 0.74
H: -1.18 4.39 -0.89
H: 3.83 3.85 0.96
H: 4.59 2.29 1.02
H: -3.34 3.24 -0.46
H: -4.96 1.48 -1.08
H: -4.33 -0.91 -0.72
H: -2.10 -1.41 0.27
N: 2.03 -4.28 -1.85
C: 1.26 -4.12 -0.58
C: 1.08 -2.63 -0.22
N: 0.44 -2.45 1.08
H: 2.17 -5.28 -2.07
H: 2.95 -3.83 -1.78
H: 1.53 -3.85 -2.64
H: 1.81 -4.63 0.21
H: 0.29 -4.60 -0.70
H: 0.46 -2.13 -0.97
H: 2.05 -2.13 -0.18
H: 1.00 -2.89 1.81
H: -0.47 -2.90 1.10

---

C10H18O2 | ωB97M-V/def2-TZVPD

The value obtained for the energy above the lowest of the compared OMol25 structures with the same formula, charge and spin is 4.2768 eV. As for the total energy: -14752.9958 eV. For the gap between HOMO and LUMO, the calculation gives 0.3788 Eh. As for the largest force on an atom: 2.649 eV/Å.

Element x y z (Å)
C: 3.24 -1.35 -0.15
C: 1.66 -1.46 -0.04
C: 1.03 -0.48 1.06
C: 1.37 0.99 0.75
C: 0.79 1.54 -0.58
C: -0.64 1.92 -0.52
C: -1.62 0.74 -0.28
C: -1.80 -0.20 -1.19
C: -2.74 -1.33 -0.91
O: -3.51 -1.02 0.27
O: -2.58 -0.69 1.30
C: -2.23 0.67 1.10
H: 3.72 -1.23 0.87
H: 3.42 -0.46 -0.75
H: 3.72 -2.25 -0.67
H: 1.17 -1.26 -1.04
H: 1.33 -2.44 0.32
H: -0.02 -0.65 1.06
H: 1.43 -0.67 2.06
H: 1.02 1.71 1.54
H: 2.47 1.09 0.68
H: 1.35 2.42 -0.78
H: 0.91 0.79 -1.35
H: -0.96 2.53 -1.42
H: -0.82 2.61 0.34
H: -1.26 -0.16 -2.17
H: -2.24 -2.25 -0.84
H: -3.49 -1.50 -1.71
H: -3.14 1.33 1.11
H: -1.58 1.06 1.94

---

C10H18S | ωB97M-V/def2-TZVPD

The value obtained for the energy above the lowest of the compared OMol25 structures with the same formula, charge and spin is 7.9537 eV. As for the total energy: -21488.8034 eV. For the gap between HOMO and LUMO, the calculation gives 0.2833 Eh. As for the largest force on an atom: 4.521 eV/Å.

Element x y z (Å)
C: 3.28 -1.57 -0.33
C: 2.24 -0.68 -1.14
C: 1.34 0.09 -0.07
C: 0.43 1.19 -0.59
S: -1.45 0.86 0.20
C: -1.70 -0.68 0.96
C: -3.03 -1.12 0.59
C: -3.13 -0.88 -0.94
C: -2.43 0.41 -1.25
C: 1.64 1.47 0.29
C: 1.70 1.99 1.69
H: 3.09 -1.34 0.69
H: 4.25 -1.25 -0.58
H: 3.23 -2.63 -0.49
H: 1.77 -1.12 -1.95
H: 2.87 0.09 -1.44
H: 0.79 -0.56 0.63
H: -2.49 1.94 0.38
H: -1.27 -0.85 1.93
H: -3.24 -2.15 0.71
H: -3.84 -0.48 0.99
H: -2.53 -1.67 -1.39
H: -4.18 -0.84 -1.25
H: -1.73 0.53 -2.20
H: -3.08 1.23 -1.37
H: 2.48 1.87 -0.20
H: 1.34 2.99 1.85
H: 2.68 1.86 2.06
H: 0.98 1.31 2.23

---

C10H19BN2O3 | ωB97M-V/def2-TZVPD

The value obtained for the energy above the lowest of the compared OMol25 structures with the same formula, charge and spin is 0.0000 eV. As for the total energy: -20479.4494 eV. For the gap between HOMO and LUMO, the calculation gives 0.3283 Eh. As for the largest force on an atom: 2.336 eV/Å.

Element x y z (Å)
O: 0.08 2.00 -1.30
C: -0.37 0.87 -1.21
C: 0.02 -0.17 -2.23
N: 1.45 -0.12 -2.46
C: 2.38 -0.85 -1.56
C: 1.85 -2.04 -0.74
C: 2.77 -1.59 0.42
C: 2.77 -0.17 -0.21
N: -1.27 0.51 -0.22
C: -2.23 -0.62 -0.31
C: -3.03 -0.60 0.98
C: -2.82 0.79 1.60
C: -1.63 1.44 0.83
B: -0.42 1.75 1.87
O: 0.84 2.07 1.34
O: -0.68 1.77 3.24
H: -0.28 -1.17 -1.93
H: -0.52 -0.01 -3.19
H: 1.76 0.81 -2.60
H: 3.29 -1.09 -2.16
H: 2.05 -3.03 -1.16
H: 0.76 -1.94 -0.50
H: 2.30 -1.67 1.41
H: 3.76 -2.04 0.44
H: 2.04 0.51 0.27
H: 3.77 0.32 -0.19
H: -1.68 -1.59 -0.40
H: -2.81 -0.54 -1.24
H: -4.09 -0.88 0.85
H: -2.57 -1.32 1.68
H: -3.73 1.39 1.51
H: -2.57 0.75 2.70
H: -1.94 2.35 0.32
H: 0.64 2.15 0.38
H: 0.10 1.95 3.79

---

C10H19Br3NO2 | ωB97M-V/def2-TZVPD

Its charge is +1. As for the total energy: -226382.9256 eV. For the gap between HOMO and LUMO, the calculation gives 0.2829 Eh. As for the largest force on an atom: 0.359 eV/Å.

Element x y z (Å)
C: 5.01 -0.27 0.04
C: 4.06 -0.43 -1.14
O: 2.90 0.40 -1.04
C: 1.99 0.02 -0.04
C: 0.79 -0.71 -0.62
O: -0.22 0.26 -0.92
C: -1.27 -0.19 -1.73
C: -2.55 0.39 -1.13
C: -2.73 0.10 0.36
C: -4.18 -0.40 0.51
C: -4.57 -0.73 -0.87
N: -3.74 -0.28 -1.73
H: 4.73 -0.88 0.90
H: 5.03 0.77 0.35
H: 6.02 -0.57 -0.26
H: 3.75 -1.48 -1.26
H: 4.54 -0.13 -2.07
H: 2.46 -0.61 0.72
H: 1.64 0.93 0.45
H: 1.09 -1.22 -1.54
H: 0.38 -1.45 0.08
H: -1.35 -1.28 -1.74
H: -1.13 0.16 -2.76
H: -2.63 1.46 -1.36
H: -2.56 0.98 0.97
H: -2.01 -0.66 0.67
H: -4.34 -1.22 1.22
H: -4.86 0.41 0.82
H: -5.46 -1.27 -1.20
H: -3.86 -0.36 -2.73
C: 0.58 1.72 3.53
Br: -0.03 -0.10 3.69
Br: 2.49 1.82 3.43
Br: -0.24 2.58 2.01
H: 0.27 2.25 4.42

---

C10H19BrOSi | ωB97M-V/def2-TZVPD

The value obtained for the energy above the lowest of the compared OMol25 structures with the same formula, charge and spin is 0.0000 eV. As for the total energy: -90645.2734 eV. For the gap between HOMO and LUMO, the calculation gives 0.3740 Eh. As for the largest force on an atom: 3.926 eV/Å.

Element x y z (Å)
C: -0.37 -0.18 2.68
C: 0.15 0.76 1.92
Br: 0.82 2.38 2.62
C: 0.33 0.62 0.15
C: -0.88 1.31 -0.49
C: -0.58 2.78 -0.78
C: -2.16 1.21 0.35
C: -1.28 0.62 -1.77
O: -1.03 -0.51 -2.06
Si: 0.86 -1.18 -0.31
C: 1.75 -1.17 -2.00
C: 2.26 -1.52 0.96
C: -0.43 -2.57 -0.14
H: -0.47 -0.07 3.75
H: -0.73 -1.10 2.25
H: 1.20 1.25 -0.03
H: -0.35 3.31 0.14
H: -1.44 3.27 -1.25
H: 0.27 2.87 -1.45
H: -2.06 1.79 1.26
H: -3.01 1.61 -0.20
H: -2.37 0.18 0.62
H: -1.91 1.25 -2.43
H: 1.06 -1.12 -2.84
H: 2.44 -0.33 -2.08
H: 2.34 -2.08 -2.12
H: 2.01 -2.32 1.64
H: 3.18 -1.81 0.45
H: 2.50 -0.65 1.55
H: -0.50 -3.12 -1.08
H: -0.16 -3.27 0.64
H: -1.43 -2.20 0.07

---

Number 1: HOMO level 0.18 eV. Number 2: HOMO level -11.41 eV. Number 3: HOMO level -13.73 eV. Number 4: HOMO level -9.33 eV. Number 5: HOMO level -7.55 eV. Number 6: HOMO level -8.40 eV. Number 7: HOMO level -11.93 eV. Number 8: HOMO level -9.53 eV.